1.
17
Properties=species:S:1:pos:R:3:forces:R:3:mulliken_charge:R:1 method="wB97M-V/def2-TZVPD" energy_ev=-8322.700 de_lowest_kcal_mol=106.84 spin_multiplicity=1 gap_ev=9.263
C -0.57790 -0.19565 -0.09832 1.4 -0.7 -0.7 0.07
C -0.10030 1.24204 0.11478 1.3 -3.4 0.3 -0.55
C 1.35722 0.83132 -0.03250 2.3 2.3 0.6 -0.60
C 0.53782 -1.07890 -0.95124 -1.7 2.2 -0.7 -0.49
C 0.21230 -0.94510 0.99423 -3.7 -1.0 2.8 -0.41
H -2.52360 0.31349 -0.92214 2.3 -1.2 1.8 0.27
H -2.29249 0.07428 0.75972 0.0 -0.5 -1.3 0.30
H -0.16469 1.78788 -0.75492 -1.8 2.0 -1.3 0.36
H -0.61201 1.49942 1.07876 1.1 0.6 -0.9 0.35
H 1.68761 1.35571 -1.15260 -0.4 -2.6 3.1 0.28
H 1.92933 1.43003 0.72480 0.3 -1.2 -0.6 0.31
H 0.47280 -2.15859 -1.00608 -0.8 0.0 -0.4 0.35
H 0.74984 -0.53578 -1.87011 0.6 -0.7 -0.3 0.30
H 0.08224 -0.58110 2.07804 0.9 -0.1 -1.4 0.29
H -0.20603 -2.03567 1.02270 1.2 1.7 -0.2 0.34
N -1.92714 -0.23103 -0.17667 -6.3 -0.2 -0.1 -0.66
N 1.37499 -0.77234 0.19154 3.2 2.8 -0.6 -0.50

---

2.
17
Properties=species:S:1:pos:R:3:forces:R:3:mulliken_charge:R:1 method="wB97M-V/def2-TZVPD" energy_ev=-8322.606 de_lowest_kcal_mol=109.01 spin_multiplicity=1 gap_ev=9.488
C -1.51789 -1.04779 0.07032 -1.6 -0.3 1.4 -1.01
C -0.26674 -0.56422 -0.55481 0.3 2.8 1.9 -0.06
C 0.67452 0.29381 0.36787 -0.7 -1.7 -2.3 0.11
C -0.22004 0.94515 -0.56592 -2.2 1.5 -0.8 -0.26
C 2.11298 0.36102 0.09897 2.2 0.2 5.7 -1.51
N -2.51364 0.00511 0.02783 -1.8 -1.3 -2.9 -0.13
N -2.03582 1.23093 0.29448 3.7 0.7 -1.2 -0.55
H -1.93869 -1.88742 -0.43157 -0.3 -0.7 -0.8 0.44
H -1.54057 -1.40334 1.09956 1.1 0.2 0.4 0.30
H 0.01303 -1.15544 -1.34990 1.3 -0.9 -1.6 0.41
H 0.30907 0.31291 1.33990 -0.1 -0.3 2.0 0.43
H 0.15185 1.68897 -1.38125 -1.0 -1.6 1.4 0.26
H 2.82368 -0.44178 0.61733 -1.8 1.3 -1.5 0.27
H 2.39253 1.29549 0.67986 0.2 -0.7 -0.7 0.34
H 2.35226 0.58207 -0.85946 0.8 0.1 -3.1 0.39
H -2.86112 -0.04904 -1.01138 0.4 0.9 2.6 0.30
H -1.59908 1.23936 1.23809 -0.7 -0.3 -0.6 0.27

---

3.
17
Properties=species:S:1:pos:R:3:forces:R:3:mulliken_charge:R:1 method="wB97M-V/def2-TZVPD" energy_ev=-8323.211 smiles="CN(C)N1C=CC1" de_lowest_kcal_mol=95.07 spin_multiplicity=1 gap_ev=8.826
C -0.88611 1.41387 0.31856 0.6 -0.2 -1.0 -0.80
N -0.55209 0.04436 0.79763 -3.9 -0.7 -0.5 0.01
C -1.45343 -1.02149 0.33176 1.7 -0.5 -1.9 -0.72
N 0.67739 -0.51022 0.68893 2.4 1.3 -0.6 -0.19
C 1.73319 0.43912 0.94469 0.1 -1.7 -1.5 -0.62
C 2.45177 0.12748 -0.15132 -0.5 0.2 -0.4 -0.26
C 1.37034 -0.73887 -0.76632 -0.9 3.2 2.8 -0.68
H -0.41144 1.75747 -0.64980 -0.1 -0.6 0.8 0.24
H -1.98062 1.55672 0.14420 0.9 -0.4 0.6 0.32
H -0.50500 2.02408 1.12218 -0.3 0.8 -0.1 0.31
H -0.94335 -1.49365 -0.64453 -1.4 0.8 1.7 0.20
H -1.51708 -1.81012 1.05428 0.2 -0.4 0.5 0.26
H -2.45916 -0.73015 0.10960 -0.4 0.6 -0.2 0.34
H 1.74100 1.11058 1.77260 0.3 0.2 0.5 0.48
H 3.45894 0.22517 -0.50167 0.3 0.4 0.2 0.41
H 0.70023 -0.35436 -1.52658 0.3 0.3 -0.2 0.34
H 1.59110 -1.71938 -0.87120 0.7 -3.2 -0.7 0.34

---

| no. | highest occupied orbital energy (eV) |
| --- | --- |
| 1 | -8.343 |
| 2 | -8.340 |
| 3 | -7.726 |